[1]
The following is a DFT calculation (ωB97M-V with the def2-TZVPD basis set) of 8 unconnected molecules or ions with the total composition C66H74F7N5PS2.

```
155
Properties=species:S:1:pos:R:3:lowdin_charge:R:1
S -7.119 -2.840 -1.045 0.93
S -5.297 -4.649 -2.535 0.75
P 1.795 -1.050 -2.648 0.77
F -10.796 -4.558 -5.571 0.05
F 3.983 -3.237 -2.584 -0.01
F -6.668 1.733 -1.446 0.04
F 5.485 0.080 8.245 0.05
F -8.119 -1.324 5.106 0.06
F 11.970 5.962 -0.089 0.04
F 6.524 6.215 3.692 0.03
N -4.607 -2.328 -1.366 -0.18
N 0.758 -0.068 -3.272 -0.26
N 3.343 0.603 0.522 -0.09
N 4.449 1.464 0.634 0.17
N 3.067 0.152 -0.702 0.15
C 3.127 4.649 3.231 -0.02
C 1.604 -0.626 1.424 0.09
C 2.616 2.323 2.967 -0.18
C -7.318 3.721 1.488 -0.08
C -4.647 -1.335 -4.419 -0.24
C 4.975 3.034 3.613 -0.03
C -8.213 2.901 2.159 -0.09
C -9.256 -4.246 -0.194 -0.31
C -3.214 -2.729 -1.449 -0.21
C 1.288 2.668 2.690 -0.03
C 3.560 3.317 3.257 -0.22
C -6.931 -2.367 3.370 -0.01
C 6.182 1.223 8.424 -0.29
C -9.607 -5.094 -5.920 -0.28
C 2.954 0.855 2.929 -0.06
C 7.021 6.482 2.459 -0.29
C -5.445 -0.808 -3.248 -0.21
C -4.801 -0.938 -1.892 -0.17
C -6.956 -1.829 4.640 -0.28
C -4.597 -2.849 3.691 -0.10
C -8.267 -6.265 -7.495 -0.08
C -9.335 -4.529 1.302 -0.09
C 2.051 -0.664 -0.883 -0.29
C 6.743 7.429 0.299 -0.08
C 4.275 -3.302 -4.923 -0.03
C 3.541 -5.986 -4.889 -0.07
C -7.881 -4.461 -0.810 -0.49
C 8.027 7.023 -0.033 -0.08
C -8.550 -4.993 -5.039 -0.01
C -6.785 3.327 0.270 -0.02
C 3.864 -5.368 -6.089 -0.08
C 13.330 4.708 -3.186 -0.08
C 7.592 3.553 8.777 -0.09
C -8.051 1.267 0.396 -0.01
C 5.668 2.396 7.913 -0.03
C 3.584 -5.275 -3.698 -0.02
C -1.016 -1.566 -0.852 -0.17
C -9.494 -5.721 -7.144 -0.02
C -7.168 2.106 -0.246 -0.29
C -5.735 -2.878 2.896 -0.08
C 11.114 3.837 -2.880 -0.08
C 2.647 0.271 1.612 -0.13
C 12.275 3.927 -3.634 -0.09
C 12.069 5.290 -1.261 -0.28
C -7.333 -5.549 -5.402 -0.09
C -8.577 1.680 1.611 -0.08
C 4.231 -4.031 -6.104 -0.07
C -3.254 -0.740 -4.532 -0.10
C -7.186 -6.182 -6.628 -0.09
C 13.234 5.403 -1.989 -0.01
C 7.379 1.175 9.108 -0.01
C 8.804 6.342 0.895 -0.08
C -2.384 -2.043 -0.362 -0.15
C 8.085 2.357 9.280 -0.08
C 3.949 -3.948 -3.750 -0.30
C -5.548 -3.268 -1.701 -1.08
C 6.384 3.571 8.096 -0.08
C 0.877 3.998 2.670 -0.06
C -4.653 -2.300 4.964 -0.09
C 0.137 -2.064 0.037 -0.14
C 1.267 -1.118 0.187 -0.15
C 6.224 7.157 1.558 -0.02
C 1.810 4.994 2.932 -0.06
C 8.300 6.066 2.159 -0.01
C 11.002 4.521 -1.679 -0.02
C -5.842 -1.779 5.451 -0.02
H 9.027 2.340 9.809 0.11
H -2.792 -2.481 -2.416 0.09
H -2.964 -0.692 -5.569 0.07
H -4.617 -2.417 -4.433 0.08
H -9.923 -4.920 -0.706 0.10
H -10.352 -5.778 -7.800 0.12
H -8.633 3.215 3.105 0.10
H -2.946 -1.228 0.064 0.11
H 9.801 6.027 0.632 0.08
H -0.868 -1.910 -1.861 0.08
H 5.573 3.917 3.492 0.06
H 12.357 3.390 -4.569 0.10
H 3.838 5.424 3.443 0.10
H 10.109 4.458 -1.073 0.10
H 7.741 0.233 9.496 0.12
H 4.488 -3.549 -7.036 0.11
H 5.213 1.024 0.137 0.12
H -6.448 -1.201 -3.248 0.09
H 6.140 7.967 -0.420 0.11
H 3.254 -7.028 -4.875 0.11
H -6.508 -5.472 -4.707 0.03
H 5.993 4.501 7.707 0.10
H -3.667 -3.258 3.318 0.09
H 4.559 -2.259 -4.912 0.11
H 0.570 1.891 2.490 0.11
H 5.394 2.244 3.011 0.06
H -8.159 -6.756 -8.452 0.10
H 3.344 -5.737 -2.750 0.12
H -0.224 -2.338 1.013 0.11
H -7.239 -5.037 -0.168 0.07
H -5.695 -3.301 1.900 0.09
H 2.326 0.327 3.626 0.13
H -9.277 1.048 2.129 0.10
H -3.810 -0.518 -1.963 0.11
H 1.427 -2.395 -2.607 0.02
H -0.140 4.248 2.443 0.10
H 3.069 -0.964 -3.189 0.01
H 0.540 -2.977 -0.387 0.13
H -8.325 0.322 -0.055 0.11
H 1.045 -0.926 2.287 0.14
H 14.041 6.021 -1.623 0.12
H -9.959 -5.384 1.496 0.07
H -2.496 -1.334 -4.043 0.05
H 8.427 7.240 -1.014 0.11
H -9.623 -3.258 -0.416 0.08
H 1.136 0.465 -4.039 -0.03
H 4.218 2.320 0.144 0.13
H -7.952 -4.944 -1.768 0.03
H -9.773 -3.707 1.847 0.06
H 14.237 4.779 -3.769 0.11
H -3.152 -3.795 -1.333 0.08
H 8.147 4.470 8.918 0.10
H -6.091 3.950 -0.276 0.12
H 3.832 -5.929 -7.011 0.11
H -3.230 0.274 -4.156 0.08
H 1.512 6.022 2.907 0.10
H 5.227 7.465 1.841 0.11
H -5.192 -1.044 -5.305 0.11
H -7.039 4.677 1.908 0.10
H -8.365 -4.736 1.721 0.06
H -0.998 -0.489 -0.851 0.11
H 10.288 3.231 -3.228 0.10
H 5.049 2.727 4.649 0.08
H 4.724 2.382 7.385 0.11
H -5.337 -0.334 -1.178 0.10
H -8.681 -4.487 -4.092 0.11
H -2.253 -2.755 0.438 0.10
H -3.770 -2.281 5.588 0.10
H -6.234 -6.611 -6.907 0.10
H 3.985 0.689 3.193 0.12
H -5.912 -1.343 6.438 0.12
H -5.556 0.256 -3.408 0.11
H -7.831 -2.386 2.770 0.10
H 8.887 5.545 2.903 0.12
```

total charge = +1
orbital gap = 5.8 eV
HOMO = -9.974 eV



[2]
The following is a DFT calculation (ωB97M-V with the def2-TZVPD basis set) of a molecular structure, C4H12BeN4O16.

```
37
Properties=species:S:1:pos:R:3:lowdin_spin:R:1
O 0.708 -6.262 -6.448 0.00
O 3.085 -10.598 -8.184 0.00
O 2.350 -8.651 -8.827 0.04
O 1.692 -5.145 -11.361 0.04
O -1.602 -8.382 -10.990 0.08
O 0.510 -10.128 -10.748 0.05
O 2.815 -8.028 -11.585 0.06
O 2.879 -8.987 -6.923 0.00
O -0.976 -5.140 -7.204 0.01
O -2.366 -3.718 -11.171 0.00
O 0.241 -7.793 -13.055 0.05
O -0.525 -7.062 -7.935 0.04
O -1.589 -5.649 -10.667 0.03
O 3.538 -4.387 -10.637 0.01
O -1.613 -4.997 -12.622 0.00
O 1.997 -5.293 -9.401 0.03
N -0.229 -6.154 -7.215 0.00
N 2.423 -4.872 -10.500 0.01
N 2.812 -9.434 -8.001 0.00
N -1.833 -4.809 -11.472 0.00
C 2.744 -8.068 -13.040 0.01
C -0.920 -10.536 -10.639 0.02
C 1.340 -8.644 -13.406 0.02
C -1.839 -9.501 -10.163 0.02
Be 0.574 -7.390 -10.502 0.41
H 3.000 -7.114 -13.501 0.00
H 1.292 -8.936 -14.455 0.00
H 3.670 -7.810 -11.209 0.00
H -1.424 -10.866 -11.547 0.00
H -2.458 -7.969 -10.860 0.01
H -1.487 -9.327 -9.146 0.01
H 1.130 -9.657 -13.062 0.00
H 0.992 -10.954 -10.840 0.01
H 3.533 -8.798 -13.226 0.00
H -2.864 -9.827 -10.337 0.00
H -0.574 -8.092 -13.464 0.01
H -0.966 -11.480 -10.097 0.00
```

total charge = -3
orbital gap (spin up / spin down) = 3.3 / 4.9 eV
HOMO (spin up / spin down) = 3.309 / 1.481 eV
2S+1 = 2



[3]
The following is a DFT calculation (ωB97M-V with the def2-TZVPD basis set) of a molecular structure, C41H42N5P2SiV.

```
92
Properties=species:S:1:pos:R:3:lowdin_spin:R:1
V 0.058 -0.191 -0.167 0.96
P -1.748 -1.161 -1.271 0.00
P 2.204 -0.618 0.664 -0.01
Si -0.520 -1.799 1.530 0.03
N 1.275 3.566 -2.216 0.00
N -0.699 1.300 0.817 0.02
N 0.674 1.376 -1.618 0.00
N 0.185 3.194 -0.234 0.00
N -0.877 3.433 1.802 -0.01
C 3.315 0.753 1.080 0.00
C -0.632 -2.847 -3.260 0.00
C -3.064 -3.650 -1.187 0.00
C 3.743 1.582 0.039 0.00
C -1.057 -1.566 -2.918 0.00
C -1.539 4.697 1.495 0.00
C -0.860 -0.522 -3.828 0.00
C -4.011 -0.553 -2.894 0.00
C 3.123 -1.603 -0.580 0.00
C -1.690 -1.400 3.003 0.01
C -5.264 0.015 -3.077 0.00
C 3.020 -3.548 -2.009 0.00
C 2.268 -1.809 2.050 0.00
C -2.157 -2.796 -0.558 0.00
C -3.315 -4.903 -0.654 0.00
C -5.257 0.801 -0.804 0.00
C -0.498 2.579 0.796 -0.01
C -2.664 -5.303 0.507 0.00
C 3.478 -3.143 3.643 0.00
C -0.029 -3.080 -4.489 0.00
C -1.307 2.834 3.058 0.00
C -5.885 0.691 -2.037 0.00
C 1.063 -2.421 2.409 0.00
C 4.362 2.237 2.660 0.00
C -3.375 -0.444 -1.662 0.00
C -0.253 -0.756 -5.050 0.00
C -4.004 0.241 -0.621 0.00
C 0.167 -2.038 -5.381 0.00
C 4.485 2.719 0.309 0.00
C 3.472 -2.178 2.650 0.00
C 0.702 2.637 -1.388 -0.01
C 4.462 -1.436 -0.919 0.00
C -1.514 -3.172 0.627 0.00
C 2.285 -3.738 4.036 0.00
C 5.068 -2.310 -1.810 0.00
C 3.611 1.101 2.395 0.00
C -1.779 -4.443 1.139 0.00
C 1.094 -3.380 3.423 0.00
C 4.351 -3.365 -2.354 0.00
C 4.799 3.046 1.622 0.00
C 2.408 -2.666 -1.135 0.00
H 4.613 2.489 3.683 0.00
H -3.494 0.315 0.334 0.00
H 3.507 1.316 -0.985 0.00
H 5.392 3.926 1.835 0.00
H -4.020 -5.566 -1.140 0.00
H -3.568 -3.336 -2.094 0.00
H 2.289 -4.485 4.820 0.00
H 1.062 1.112 -2.515 0.00
H -0.118 0.055 -5.756 0.00
H 4.832 -4.051 -3.039 0.00
H 1.374 -2.824 -0.832 0.00
H 6.110 -2.178 -2.070 0.00
H 4.402 -1.718 2.334 0.00
H -1.286 -4.759 2.053 0.00
H 2.465 -4.385 -2.410 0.00
H -2.863 -6.282 0.924 0.00
H 0.474 4.139 -0.050 0.00
H 0.281 -4.082 -4.757 0.00
H -1.209 0.473 -3.574 0.00
H -5.744 1.322 0.010 0.00
H -3.537 -1.084 -3.710 0.00
H 0.169 -3.849 3.742 0.00
H 4.823 3.351 -0.503 0.00
H 1.001 4.532 -2.165 0.00
H -0.631 2.028 3.337 0.00
H 3.261 0.474 3.206 0.00
H -1.116 5.175 0.615 0.00
H -1.212 -0.736 3.728 0.00
H 5.042 -0.631 -0.484 0.00
H -2.336 2.455 3.015 0.00
H -2.610 4.550 1.320 0.00
H -2.619 -0.936 2.658 0.00
H -1.286 1.016 1.592 0.01
H -0.792 -3.668 -2.572 0.00
H 0.640 -2.225 -6.336 0.00
H 1.593 3.261 -3.118 0.00
H -6.860 1.135 -2.188 0.00
H 4.411 -3.436 4.107 0.00
H -1.415 5.373 2.338 0.00
H -1.259 3.598 3.831 0.00
H -5.758 -0.072 -4.036 0.00
H -1.965 -2.319 3.526 0.00
```

total charge = +1
orbital gap (spin up / spin down) = 6.9 / 6.3 eV
HOMO (spin up / spin down) = -9.189 / -8.503 eV
2S+1 = 2



Computed calculated total energy, in the same sequence as the records: -4669.58253, -1596.44417, -3777.40595 Ha.
Computed energy above the lowest of the compared OMol25 structures with the same formula, charge and spin, in the same sequence as the records: 0.00, 2.78, 34.11 kJ/mol.
Computed strongest force on any atom, in the same sequence as the records: 1.61, 8.48, 2.77 eV Å⁻¹.